(1)
# C14H28Br14

C14H28Br14 as an isolated structure in a non-equilibrium geometry (wB97M-V/def2-TZVPD, OMol25).

Atoms and positions in Å:
Br -5.14568 0.71660 1.64270
Br 0.17329 -2.92226 -1.89820
Br -1.33247 -0.73958 -1.31783
Br 0.77400 2.48933 -0.70196
Br 2.50029 1.97520 1.83997
Br -4.47485 1.51354 5.26041
Br 1.74662 -0.62087 -0.55472
Br -0.12383 2.20757 2.20635
Br 1.28074 5.64124 -4.43024
Br -0.53253 -1.89720 -5.04972
Br -1.55561 -1.60100 1.41810
Br 4.26553 1.39898 -2.51297
Br 0.87593 -4.05101 4.79242
Br 4.07296 -3.32269 -0.91025
C -0.34118 0.25227 0.10177
C 0.96373 4.16849 -1.83220
C -1.72515 -3.08551 -4.03935
C 1.46222 3.92732 -3.27275
C 3.69732 2.21965 -0.78522
C -1.66769 -2.66248 -2.58793
C -3.58790 1.76864 2.44448
C -4.13285 2.60773 3.65920
C -0.33071 -2.19340 2.83543
C 1.57606 -2.44640 0.15244
C 3.02059 1.16118 0.11357
C -1.26353 1.17901 0.93236
C 2.14347 -3.42258 -0.77788
C -0.13767 -3.69412 3.05341
H -3.42694 3.38634 3.94822
H 1.84011 -4.43006 -0.49320
H 1.67343 4.83240 -1.33860
H -2.71900 -2.87372 -4.43371
H -1.39066 -4.11453 -4.17097
H -2.34125 -3.28552 -1.99949
H 4.54198 2.62288 -0.22662
H 0.89444 3.12010 -3.73548
H 1.99946 -2.38843 1.15518
H -1.09983 -4.20613 3.06619
H 2.52100 3.67110 -3.31066
H -5.00832 3.15193 3.30492
H -1.81410 1.95497 0.40053
H 0.48983 -2.49017 0.23181
H 2.08996 0.81727 -0.33783
H 3.06811 3.08876 -0.97721
H 3.74780 0.35436 0.20477
H 0.59247 -1.61729 2.77266
H 0.07375 -0.58760 0.65904
H -0.74764 -1.88478 3.79408
H -2.82978 1.08482 2.82623
H -0.04435 4.57842 -1.77031
H 0.47303 -4.08552 2.23980
H -3.19033 2.43122 1.67569
H -2.00928 -1.64435 -2.40127
H -1.94455 0.44058 1.35549
H 1.86404 -3.22474 -1.81272
H 0.49554 0.73001 -0.40791

- E: -36585.7485 Ha
- Largest force on an atom: 13.535 eV/Å
- Orbital gap: 8.448 eV

***

(2)
# C14H28Br2Cl12

A 7-piece molecular cluster, C14H28Br2Cl12 overall in a non-equilibrium geometry (wB97M-V/def2-TZVPD, OMol25).

Atoms and positions in Å:
Br -0.72908 1.41159 -4.05233
Br 3.75760 -0.04579 -4.32346
Cl 7.87743 2.83309 -0.62546
Cl -3.66819 0.76207 3.75228
Cl -4.91523 3.94736 3.77757
Cl -3.31907 2.75881 -1.37825
Cl -0.07166 -4.58275 0.08547
Cl -6.38943 1.73973 -2.56606
Cl -1.43041 -0.01053 0.82627
Cl 0.55073 -2.10139 -2.36344
Cl 2.36639 -6.92878 1.29251
Cl 2.33283 0.58741 2.65760
Cl 3.98083 0.87703 -0.43028
Cl -0.47499 1.15858 5.77795
C 0.36683 -1.14184 -0.85415
C 1.86868 0.28583 -4.70130
C 5.62087 1.28120 -1.04466
C -0.01235 -5.74490 1.52352
C 1.22405 1.28041 -3.72466
C -4.21958 1.71679 2.30412
C -0.91290 -0.34315 -0.86747
C -4.81267 1.31838 -3.18234
C -3.80924 1.17964 -2.04886
C -3.89365 3.19731 2.53086
C 1.60584 1.05271 4.20489
C 0.29710 0.38384 4.39980
C 6.19905 2.41468 -0.20664
C 0.59527 -7.01116 1.23029
H 0.40811 -1.88587 -0.08059
H 1.43777 -0.66788 -4.52586
H 6.04302 2.09822 0.79441
H 0.32164 -7.76836 1.91286
H 1.94140 0.53217 -5.77589
H 6.16085 0.35605 -0.84571
H 0.34323 -7.35159 0.19313
H 1.43063 2.15285 4.19262
H 1.34037 0.86222 -2.73173
H 1.28102 -0.54876 -0.75294
H -1.68398 -0.94935 -1.24385
H -3.73645 1.34544 1.40326
H -4.86787 0.30964 -3.60788
H -0.93084 0.60928 -1.40022
H -0.46083 0.42954 3.61200
H -2.93732 0.61075 -2.35645
H 5.55934 1.56126 -2.09476
H 1.58300 2.29083 -3.76543
H 5.65627 3.36022 -0.35571
H -4.09811 3.69073 1.57048
H 2.27388 0.76643 4.99766
H 0.40913 -0.66598 4.64197
H 0.61881 -5.29848 2.30893
H -1.04122 -5.86914 1.89166
H -5.26116 1.50318 2.28626
H -2.85206 3.39144 2.78232
H -4.28671 0.75604 -1.14813
H -4.63696 2.10294 -3.89617

- E: -11220.5661 Ha
- Largest force on an atom: 3.481 eV/Å
- Orbital gap: 10.800 eV

***

(3)
# C14H28Br6O6

A 5-piece molecular cluster, C14H28Br6O6 overall in a non-equilibrium geometry (wB97M-V/def2-TZVPD, OMol25).

Atoms and positions in Å:
Br -5.05712 2.82337 4.27454
Br -3.10637 0.59010 -6.80025
Br 3.06235 1.76765 3.76548
Br -2.14883 -3.74252 -5.89832
Br -5.16310 5.18300 6.90015
Br 3.15737 -2.63842 2.45900
O 1.78766 -3.36107 -1.74234
O -1.04966 0.23687 2.45233
O -1.61925 1.28146 0.49176
O -1.20188 2.49722 2.29802
O 1.88834 -1.74679 -3.29224
O 3.38799 -1.88421 -1.70028
C -1.24867 1.23763 1.80713
C -1.69183 0.54860 -1.84860
C -4.00658 2.75908 5.89507
C 5.13898 -1.10545 -3.17028
C -2.74270 -1.29509 -6.97456
C -2.46328 -1.83685 -5.67569
C -0.99408 0.36055 -0.49129
C -3.62070 4.10926 6.41637
C 2.30717 -2.27105 -2.34253
C -0.63519 2.67362 3.56632
C 3.72925 -0.92765 3.15016
C 0.50501 -3.78526 -2.16631
C 2.52248 -0.09321 3.57058
C 4.09424 -0.72828 -2.20687
H 6.05409 -1.36288 -2.64566
H 0.08728 0.58995 -0.51583
H -3.24259 -1.69425 -4.94617
H 0.14727 3.43405 3.42191
H -2.57761 1.16096 -1.67983
H -1.32416 3.22411 4.21524
H 4.82489 -1.91478 -3.81533
H -1.97370 -0.40126 -2.28553
H -1.53043 -1.43491 -5.30152
H -1.07801 1.06873 -2.57979
H -4.54124 2.13498 6.60658
H -3.13638 2.15495 5.62751
H 0.25076 -3.26058 -3.07586
H -0.20631 1.79698 4.01724
H 4.43722 -1.11731 3.94100
H -1.87330 -1.38911 -7.59963
H 1.71127 -0.20519 2.86259
H 5.33160 -0.22488 -3.78899
H -3.08831 4.67915 5.66512
H 3.35081 -0.06597 -2.65559
H -1.04825 -0.67782 -0.13166
H -3.60859 -1.77820 -7.39683
H -3.01157 4.00421 7.30688
H 4.23880 -0.36281 2.36889
H 0.52900 -4.86589 -2.22143
H -0.20613 -3.54958 -1.36910
H 4.49044 -0.24342 -1.32137
H 2.16155 -0.35178 4.55981

- E: -16445.7562 Ha
- Largest force on an atom: 4.254 eV/Å
- Orbital gap: 10.490 eV

***

(4)
# C14H28Cl14

A 7-piece molecular cluster, C14H28Cl14 overall in a non-equilibrium geometry (wB97M-V/def2-TZVPD, OMol25).

Atoms and positions in Å:
Cl 1.71891 -0.12928 0.78718
Cl 2.43155 -3.39782 4.33973
Cl 3.92684 -4.55939 1.22088
Cl 1.96550 -0.00828 4.74191
Cl -6.25986 0.25788 2.70756
Cl -0.31943 5.63986 -5.51298
Cl -1.93028 -0.67035 0.72612
Cl 0.64868 4.26461 0.38736
Cl -7.07252 -2.30228 0.80845
Cl -0.03281 -3.72384 -0.40581
Cl 1.26552 0.47449 -3.72254
Cl -1.82640 2.44413 -2.87640
Cl 0.94232 -2.75405 -4.65764
Cl 3.65990 4.94875 1.15798
C -6.35125 -2.47031 2.37725
C 2.50932 4.25864 2.32616
C -0.13924 -1.42917 -5.20730
C 2.36001 -4.82648 0.32892
C 0.48622 0.29339 -0.39742
C -0.84365 0.66249 0.28763
C -0.29062 -0.19749 -4.27048
C -0.37283 4.07019 -4.67972
C -1.37268 4.06489 -3.47650
C 1.37689 -3.68564 0.71644
C 3.21728 -2.13971 3.41844
C 3.47214 -0.83570 4.27578
C 1.45461 3.37022 1.69624
C -5.36633 -1.33477 2.70690
H 1.91552 2.42201 1.41953
H 1.11342 -3.78156 1.76977
H 2.62104 -1.83299 2.55907
H 0.41282 -0.49566 -1.14583
H -0.66999 1.17399 1.23436
H 0.90902 1.05608 -1.05137
H 0.09137 -1.16920 -6.24042
H 4.13832 -2.58687 3.04450
H -2.25446 4.66277 -3.70698
H -1.14038 -1.83055 -5.36457
H -7.13363 -2.47922 3.13614
H -4.97522 -1.49806 3.71112
H 2.00804 5.11580 2.77571
H -0.83904 4.54450 -2.65595
H 2.52726 -4.89319 -0.74611
H 0.70025 3.19004 2.46213
H 1.97280 -5.83365 0.48311
H -1.40987 1.44427 -0.21866
H -0.85422 -0.41921 -3.36423
H 3.07855 3.70101 3.06988
H -5.75888 -3.38501 2.35424
H -0.75224 3.41353 -5.46262
H 4.00131 -0.96026 5.22054
H -0.89323 0.48044 -4.87495
H 4.03153 -0.08956 3.71148
H 0.63393 3.77410 -4.38501
H 1.88086 -2.73555 0.53911
H -4.61260 -1.27298 1.92193

- Total charge: +1
- E: -6992.5269 Ha
- Multiplicity: 2
- ⟨S²⟩: 0.75
- Largest force on an atom: 2.045 eV/Å
- Orbital gap (alpha / beta): 10.252 / 2.263 eV

***

Question: Look up the E of the second one.
Answer: -11220.5661 Ha

***

Question: The highest largest force on an atom belongs to which entry?
Answer: C14H28Br14

***

Copy entry 4 word for word.
# C14H28Cl14

A 7-piece molecular cluster, C14H28Cl14 overall in a non-equilibrium geometry (wB97M-V/def2-TZVPD, OMol25).

Atoms and positions in Å:
Cl 1.71891 -0.12928 0.78718
Cl 2.43155 -3.39782 4.33973
Cl 3.92684 -4.55939 1.22088
Cl 1.96550 -0.00828 4.74191
Cl -6.25986 0.25788 2.70756
Cl -0.31943 5.63986 -5.51298
Cl -1.93028 -0.67035 0.72612
Cl 0.64868 4.26461 0.38736
Cl -7.07252 -2.30228 0.80845
Cl -0.03281 -3.72384 -0.40581
Cl 1.26552 0.47449 -3.72254
Cl -1.82640 2.44413 -2.87640
Cl 0.94232 -2.75405 -4.65764
Cl 3.65990 4.94875 1.15798
C -6.35125 -2.47031 2.37725
C 2.50932 4.25864 2.32616
C -0.13924 -1.42917 -5.20730
C 2.36001 -4.82648 0.32892
C 0.48622 0.29339 -0.39742
C -0.84365 0.66249 0.28763
C -0.29062 -0.19749 -4.27048
C -0.37283 4.07019 -4.67972
C -1.37268 4.06489 -3.47650
C 1.37689 -3.68564 0.71644
C 3.21728 -2.13971 3.41844
C 3.47214 -0.83570 4.27578
C 1.45461 3.37022 1.69624
C -5.36633 -1.33477 2.70690
H 1.91552 2.42201 1.41953
H 1.11342 -3.78156 1.76977
H 2.62104 -1.83299 2.55907
H 0.41282 -0.49566 -1.14583
H -0.66999 1.17399 1.23436
H 0.90902 1.05608 -1.05137
H 0.09137 -1.16920 -6.24042
H 4.13832 -2.58687 3.04450
H -2.25446 4.66277 -3.70698
H -1.14038 -1.83055 -5.36457
H -7.13363 -2.47922 3.13614
H -4.97522 -1.49806 3.71112
H 2.00804 5.11580 2.77571
H -0.83904 4.54450 -2.65595
H 2.52726 -4.89319 -0.74611
H 0.70025 3.19004 2.46213
H 1.97280 -5.83365 0.48311
H -1.40987 1.44427 -0.21866
H -0.85422 -0.41921 -3.36423
H 3.07855 3.70101 3.06988
H -5.75888 -3.38501 2.35424
H -0.75224 3.41353 -5.46262
H 4.00131 -0.96026 5.22054
H -0.89323 0.48044 -4.87495
H 4.03153 -0.08956 3.71148
H 0.63393 3.77410 -4.38501
H 1.88086 -2.73555 0.53911
H -4.61260 -1.27298 1.92193

- Total charge: +1
- E: -6992.5269 Ha
- Multiplicity: 2
- ⟨S²⟩: 0.75
- Largest force on an atom: 2.045 eV/Å
- Orbital gap (alpha / beta): 10.252 / 2.263 eV

***

Question: What is the formula in the second record?
Answer: C14H28Br2Cl12